1.
ORCA calculation (ωB97M-V with the def2-TZVPD basis set) on a molecular structure, C36H43GeN3O7PS3V in a non-equilibrium geometry.

Values from the calculation:
ΔE to the lowest compared entry with this formula, charge and spin = 224.1 kJ/mol
Expectation value of S² = 0.814
LUMO (spin up / spin down) = -4.55 / -4.71 eV
Charge = +1
Electronic energy = -6645.20830 Eh
Spin multiplicity = 2

Geometry (Å):
1 V 0.01397 0.62656 0.61857
2 O 0.00617 0.26296 2.27807
3 C -0.66213 -0.43614 3.07677
4 C -1.74043 -1.25584 2.63437
5 C -2.52353 -1.99864 3.53157
6 C -3.57673 -2.76034 3.06897
7 C -3.87943 -2.81574 1.69937
8 C -3.12333 -2.11574 0.80087
9 C -2.02563 -1.32434 1.22197
10 O -1.29743 -0.70474 0.35887
11 N -4.38733 -3.50984 4.00157
12 O -4.09393 -3.43244 5.17497
13 O -5.30183 -4.15984 3.54727
14 H -0.40973 -0.41724 4.14227
15 H -2.31103 -1.97594 4.59137
16 H -4.71183 -3.41884 1.37407
17 H -3.36383 -2.17014 -0.24793
18 C 4.16407 4.63466 0.75287
19 C 4.49597 3.24076 1.26067
20 C 5.98447 3.06426 1.51097
21 O 4.15937 2.23636 0.27477
22 P 2.73507 1.85416 -0.29283
23 S 2.71287 2.31606 -2.22043
24 S 1.27657 2.57026 0.92297
25 O 2.65807 0.23596 -0.06093
26 C 3.78737 -0.53664 0.40847
27 C 4.20197 -1.51214 -0.68263
28 C 3.37097 -1.19774 1.71587
29 H 4.44627 5.36876 1.50297
30 H 3.09617 4.72786 0.55447
31 H 4.71337 4.83476 -0.16513
32 H 3.92197 3.02316 2.17037
33 H 6.52497 3.26756 0.59097
34 H 6.21477 2.05456 1.83857
35 H 6.31157 3.75846 2.27647
36 H 4.61917 0.15176 0.59237
37 H 3.38457 -2.18314 -0.93743
38 H 5.04827 -2.09844 -0.33883
39 H 4.50997 -0.95564 -1.56703
40 H 2.44547 -1.76084 1.57867
41 H 3.21187 -0.44534 2.48797
42 H 4.14937 -1.87604 2.05047
43 Ge -1.71853 2.38526 0.26377
44 C -3.46483 1.77356 -0.46853
45 C -4.33563 0.95486 0.24127
46 C -5.61243 0.71786 -0.23633
47 C -6.03083 1.30096 -1.42093
48 C -5.16053 2.10066 -2.14473
49 C -3.87913 2.32966 -1.67493
50 C -1.80273 3.24616 2.04987
51 C -1.20063 4.48876 2.20837
52 C -1.30913 5.16436 3.41157
53 C -2.00903 4.59876 4.46627
54 C -2.59053 3.34936 4.31947
55 C -2.47803 2.66956 3.11877
56 H -1.21743 3.44456 -0.73763
57 H -4.01863 0.50906 1.17577
58 H -6.28433 0.08596 0.32327
59 H -7.03583 1.13646 -1.77733
60 H -5.48093 2.54976 -3.07213
61 H -3.19623 2.96256 -2.23043
62 H -0.65623 4.92876 1.38147
63 H -0.84723 6.13386 3.52567
64 H -2.09673 5.13016 5.40307
65 H -3.13323 2.90716 5.14207
66 H -2.93513 1.69296 3.01097
67 C 1.25727 -0.20364 -6.00393
68 C 2.17827 -1.05254 -5.13933
69 C 1.92927 -0.77184 -3.66233
70 N 0.65677 -1.32394 -3.25513
71 C -0.22013 -0.77704 -2.43363
72 S -0.00293 0.77836 -1.77293
73 N -1.36813 -1.45974 -2.17853
74 C -1.57653 -2.85314 -2.10153
75 O -2.70013 -3.27184 -2.19653
76 C -0.40453 -3.70344 -1.78043
77 C 0.55387 -3.27934 -0.85663
78 C 1.54567 -4.14944 -0.44363
79 C 1.61047 -5.43474 -0.95723
80 C 0.66047 -5.86454 -1.86853
81 C -0.35403 -5.01264 -2.26463
82 H 1.44957 -0.38234 -7.05603
83 H 1.43467 0.84966 -5.79943
84 H 0.21327 -0.42704 -5.79893
85 H 3.21467 -0.80014 -5.36453
86 H 2.04127 -2.11944 -5.34033
87 H 1.91857 0.30796 -3.49243
88 H 2.71767 -1.21344 -3.04683
89 H 0.41497 -2.21914 -3.67013
90 H -2.17813 -0.89594 -1.92703
91 H 0.49577 -2.28004 -0.43163
92 H 2.26967 -3.83694 0.29387
93 H 2.38637 -6.10684 -0.62523
94 H 0.70897 -6.87144 -2.25343
95 H -1.11563 -5.35314 -2.94933

Atom charges from the Mulliken analysis, given in e for atoms 1 to 6: -0.305, -0.257, -0.758, 1.011, -0.582, -0.830

***

2.
ORCA calculation (ωB97M-V with the def2-TZVPD basis set) on a molecular structure, C36H43N10O6SSiY.

Values from the calculation:
ΔE to the lowest compared entry with this formula, charge and spin = 5.1 kJ/mol
LUMO = 0.13 eV
Electronic energy = -3122.82191 Eh

Geometry (Å):
1 Y -0.37992 -0.11448 0.55410
2 N -5.64007 -2.81014 -6.34944
3 C -4.92427 -2.66707 -5.16902
4 C -5.23956 -1.64439 -4.27020
5 C -4.56341 -1.53632 -3.07085
6 C -3.55813 -2.44140 -2.75918
7 C -3.23288 -3.45765 -3.64263
8 C -3.91648 -3.57620 -4.83698
9 S -2.71869 -2.28250 -1.22312
10 O -1.84493 -3.43005 -1.07149
11 O -3.71490 -2.05075 -0.21217
12 N -1.83221 -0.92222 -1.27545
13 C -0.85916 -0.75301 -2.21144
14 N 0.00113 0.23141 -1.85779
15 C 1.01595 0.50376 -2.66362
16 C 1.18202 -0.16535 -3.86286
17 C 0.27088 -1.17934 -4.12377
18 N -0.72764 -1.50482 -3.31355
19 H -6.10435 -1.98285 -6.68523
20 H -5.18365 -3.32936 -7.08068
21 H -6.02722 -0.94180 -4.51462
22 H -4.81514 -0.75240 -2.36826
23 H -2.44056 -4.14592 -3.38401
24 H -3.67361 -4.37765 -5.52474
25 H 1.70702 1.26305 -2.31642
26 H 1.98930 0.06473 -4.54089
27 H 0.35760 -1.77824 -5.02563
28 C 0.66196 6.85382 3.96189
29 O 1.62624 6.33159 3.06795
30 C 2.49204 5.40729 3.55391
31 C 2.61587 5.07897 4.89907
32 C 3.54946 4.12455 5.28572
33 C 4.31100 3.45738 4.34366
34 C 4.20307 3.81009 2.99820
35 C 3.30778 4.78262 2.60973
36 N 5.26396 2.49641 4.82929
37 N 5.36071 1.37424 4.31745
38 C 4.42272 0.95100 3.31072
39 C 4.90146 0.61063 2.07648
40 C 4.04221 0.25136 1.02447
41 C 2.67359 0.18068 1.20960
42 O 1.82372 -0.11365 0.25736
43 C 2.17652 0.43503 2.53220
44 N 0.83236 0.29416 2.70919
45 C 0.32025 0.49852 3.89965
46 C 1.10359 0.83216 5.01653
47 C 2.45093 0.98587 4.85962
48 C 3.03554 0.80995 3.58488
49 H 0.01660 7.49506 3.36816
50 H 1.12997 7.44654 4.75252
51 H 0.06680 6.05144 4.40560
52 H 2.01081 5.56346 5.65119
53 H 3.67808 3.88256 6.33381
54 H 4.81981 3.32106 2.25577
55 H 3.20431 5.06113 1.56947
56 H 5.96855 0.67368 1.89868
57 H 4.44456 0.04072 0.04165
58 H -0.75582 0.39987 3.98705
59 H 0.63132 0.96771 5.97946
60 H 3.07684 1.23214 5.70542
61 N 2.00739 -4.33963 -1.11874
62 C 1.24580 -3.15219 -0.74174
63 C 0.79114 -3.26704 0.69657
64 O 1.03964 -4.41146 1.27871
65 O 0.21414 -2.36828 1.29132
66 H 1.60874 -4.80663 -1.91995
67 H 1.48060 -4.95286 0.57408
68 H 2.97427 -4.12572 -1.31909
69 H 0.32966 -3.06268 -1.33096
70 H 1.80512 -2.21702 -0.82779
71 C -3.11666 -3.34526 4.59505
72 C -3.03956 -2.16236 3.69234
73 C -3.94554 -1.15949 3.41459
74 C -3.33288 -0.34894 2.44663
75 N -2.12032 -0.81632 2.16346
76 N -1.96299 -1.91533 2.93324
77 C -3.89592 0.82642 1.72574
78 H -4.02544 -3.29954 5.19042
79 H -2.26359 -3.38239 5.27352
80 H -3.13343 -4.27136 4.01893
81 H -4.92921 -1.04095 3.83535
82 H -1.12608 -2.46694 2.80957
83 H -4.76619 1.21718 2.25015
84 H -4.19944 0.52095 0.72233
85 H -3.15398 1.61919 1.62702
86 C 0.98690 3.51312 0.06830
87 Si -0.60591 2.80395 0.86295
88 C -0.56479 3.54081 2.62893
89 C -1.98470 3.80662 -0.00069
90 H 1.05473 4.59787 0.20675
91 H 1.00002 3.31362 -1.00778
92 H 1.88544 3.05866 0.49856
93 H -0.57152 4.63480 2.58338
94 H 0.34324 3.23964 3.16098
95 H -1.42402 3.22229 3.22852
96 H -1.79267 4.88250 0.06882
97 H -2.97035 3.61992 0.43451
98 H -2.04551 3.54512 -1.06096

Atom charges from the Mulliken analysis, given in e for atoms 1 to 6: 0.240, -0.566, 1.049, -0.788, -0.543, -0.384

***

3.
ORCA calculation (ωB97M-V with the def2-TZVPD basis set) on a molecular structure, C36H43N16O2S2Ti in a non-equilibrium geometry.

Values from the calculation:
ΔE to the lowest compared entry with this formula, charge and spin = 42.3 kJ/mol
Expectation value of S² = 0.753
LUMO (spin up / spin down) = -0.42 / -0.38 eV
Electronic energy = -4070.03348 Eh
Spin multiplicity = 2

Geometry (Å):
1 Ti 1.42370 -1.05986 1.78407
2 C 4.90775 -0.03573 4.32861
3 C 4.69642 1.26061 4.76341
4 C 3.53796 1.92085 4.38466
5 C 2.51861 1.16762 3.68742
6 C 2.70441 -0.17306 3.37184
7 C 3.94659 -0.73401 3.65912
8 C 1.21721 1.70032 3.30737
9 C 0.70531 2.84027 3.99159
10 C -0.49708 3.35475 3.62553
11 C -1.24825 2.76558 2.56148
12 C -2.53485 3.23293 2.17879
13 C -3.20424 2.55451 1.16320
14 C -2.58933 1.42503 0.57808
15 C -1.36325 0.95050 0.96480
16 C -0.66891 1.58941 1.98407
17 N 0.54750 1.10417 2.34888
18 H 5.78556 -0.55729 4.52226
19 H 5.53343 1.82030 5.07856
20 H 3.43290 2.92547 4.57982
21 H 4.16229 -1.74806 3.30665
22 H 1.20047 3.33003 4.82393
23 H -0.93844 4.12391 4.26852
24 H -2.96227 4.16678 2.59821
25 H -4.13813 3.02162 0.82818
26 H -3.10359 1.02624 -0.28266
27 H -0.95549 0.10140 0.46405
28 N 0.61459 -4.30869 3.10861
29 C -0.21429 -3.30356 3.36217
30 N -1.22769 -3.33785 4.19955
31 N -1.71636 -2.05112 4.25626
32 N -1.07488 -1.27671 3.47054
33 N -0.12685 -2.05858 2.81222
34 C 1.78361 -4.14255 2.40927
35 N 2.58984 -5.10868 2.09598
36 N 3.59716 -4.44431 1.40265
37 N 3.44571 -3.23607 1.31176
38 N 2.19222 -2.89298 1.95139
39 H 0.41658 -5.19862 3.47355
40 S -3.02250 -1.32266 -2.92657
41 C -3.40389 -1.95177 -1.38346
42 N -4.65384 -2.45390 -1.12103
43 C -5.12324 -2.87401 0.21612
44 C -4.25590 -2.22084 1.26081
45 C -2.84446 -2.55001 0.92535
46 N -2.54631 -2.01092 -0.38927
47 H -5.34097 -2.32015 -1.86284
48 H -4.99615 -3.95942 0.36048
49 H -6.19129 -2.59350 0.30838
50 H -4.42385 -2.68483 2.23323
51 H -4.39844 -1.12761 1.46983
52 H -2.66647 -3.63097 0.93974
53 H -2.04371 -2.21755 1.57438
54 H -1.60841 -1.69855 -0.54259
55 C 0.54085 -1.36046 -2.67677
56 S 1.16418 -2.23490 -1.24677
57 C 0.36416 -3.82783 -1.60882
58 O 0.35551 -1.54396 -0.12059
59 H 1.10866 -1.37896 -3.62863
60 H 0.70413 -0.34122 -2.31033
61 H -0.49477 -1.57434 -2.77158
62 H 0.81385 -4.17793 -2.53497
63 H -0.69981 -3.67479 -1.71178
64 H 0.57605 -4.48173 -0.76377
65 C -3.17682 4.45742 -4.19930
66 C -3.59052 3.05847 -3.89418
67 C -3.89441 2.82827 -2.36556
68 C -2.48789 2.07029 -4.21397
69 N -1.24780 2.21973 -3.49677
70 C -0.78892 1.59780 -2.39579
71 N 0.46057 1.95846 -2.23616
72 N 0.72100 2.82815 -3.23168
73 N -0.26486 2.98466 -3.97621
74 H -3.96532 5.22551 -4.37871
75 H -2.49620 4.36444 -5.05467
76 H -2.56502 4.84878 -3.41178
77 H -4.41310 2.72497 -4.54350
78 H -3.17272 3.23846 -1.70160
79 H -4.15028 1.78096 -2.11234
80 H -4.77896 3.44527 -2.09322
81 H -2.14341 2.17466 -5.24785
82 H -2.81812 1.06988 -3.99565
83 H -1.25707 0.77258 -1.89505
84 C 2.88803 2.39074 -0.32460
85 C 2.97433 0.95291 -0.39309
86 O 2.41021 0.29416 0.44476
87 C 3.73299 0.27457 -1.43769
88 C 3.68983 0.69466 -2.76370
89 C 4.34447 0.02165 -3.75906
90 C 5.09989 -1.13952 -3.48750
91 C 5.20206 -1.56639 -2.18143
92 C 4.46544 -0.91752 -1.18285
93 H 1.89873 2.75505 -0.17583
94 H 3.25934 2.90926 -1.21714
95 H 3.45964 2.59783 0.53753
96 H 3.08214 1.55177 -2.98664
97 H 4.33255 0.45622 -4.74322
98 H 5.77028 -1.53627 -4.18679
99 H 5.75355 -2.45162 -1.92658
100 H 4.35702 -1.43808 -0.18510

Atom charges from the Mulliken analysis, given in e for atoms 1 to 6: -0.561, -0.808, -1.073, -0.906, 0.469, 0.375